{"formula": "C25H72N2O17", "method": "ωB97M-V with the def2-TZVPD basis set", "e_lumo_ev": 0.047, "multiplicity": 1, "gap_ev": 8.504, "e_above_lowest_ev": 2.2381, "homo_ev": -8.457, "smiles": "COCCNCCOC.COCCNCCOC.OCCO.OCCO.OCCO.OCCO.OCCO.CO.CO.CO", "species": ["C", "C", "O", "O", "H", "H", "H", "H", "H", "H", "C", "C", "O", "O", "H", "H", "H", "H", "H", "H", "C", "C", "O", "O", "H", "H", "H", "H", "H", "H", "C", "C", "O", "O", "H", "H", "H", "H", "H", "H", "C", "C", "O", "O", "H", "H", "H", "H", "H", "H", "C", "O", "H", "H", "H", "H", "C", "O", "H", "H", "H", "H", "C", "O", "H", "H", "H", "H", "C", "O", "C", "C", "N", "C", "C", "O", "C", "H", "H", "H", "H", "H", "H", "H", "H", "H", "H", "H", "H", "H", "H", "H", "C", "O", "C", "C", "N", "C", "C", "O", "C", "H", "H", "H", "H", "H", "H", "H", "H", "H", "H", "H", "H", "H", "H", "H"], "coordinates": [[13.03917, 9.30862, 12.60850], [13.52444, 10.42659, 11.64558], [14.74718, 10.08798, 11.00024], [13.94194, 9.08999, 13.67202], [12.96792, 8.37184, 12.05580], [12.03840, 9.53649, 12.97542], [13.68873, 11.38319, 12.14160], [12.79066, 10.67539, 10.87892], [15.47488, 10.35665, 11.56580], [14.79439, 8.99753, 13.24032], [9.12136, 10.13915, 9.74480], [10.26643, 10.26742, 8.80006], [9.74708, 10.61586, 7.50592], [9.48338, 9.42896, 10.96910], [8.28540, 9.67311, 9.22319], [8.85188, 11.18035, 9.92194], [10.79802, 9.31754, 8.74298], [10.98029, 11.02814, 9.11600], [9.15184, 11.36462, 7.58744], [9.60325, 8.51143, 10.71340], [13.26595, 11.51258, 16.08710], [13.59570, 12.33389, 17.34226], [14.96956, 12.81774, 17.42488], [13.69074, 10.15347, 16.28981], [13.68570, 11.89688, 15.15746], [12.19260, 11.52090, 15.89750], [13.30167, 11.78864, 18.23910], [12.98655, 13.23043, 17.45740], [15.50899, 12.04706, 17.23337], [13.69628, 9.73523, 15.42572], [9.92485, 17.52154, 15.33816], [9.72968, 15.97920, 15.47646], [10.30073, 15.67685, 16.73210], [11.30137, 17.82827, 15.08796], [9.52277, 18.04967, 16.20276], [9.38374, 17.90220, 14.47190], [10.21126, 15.54628, 14.59966], [8.66384, 15.75357, 15.44236], [10.11630, 14.76258, 16.95948], [11.81776, 17.60566, 15.86604], [7.98739, 12.73890, 16.50233], [7.43932, 12.75772, 15.07656], [6.05294, 12.93842, 15.09766], [9.40863, 12.67808, 16.44622], [7.61853, 11.83795, 16.99256], [7.73666, 13.65389, 17.03902], [7.64751, 11.80906, 14.58178], [8.02017, 13.43715, 14.45280], [5.93972, 13.88646, 14.99772], [9.70540, 11.83901, 16.80608], [9.78451, 16.35871, 11.94236], [9.04729, 15.17505, 12.19586], [9.26369, 17.31597, 11.96454], [10.58771, 16.46363, 12.67172], [10.26119, 16.35172, 10.96214], [9.69097, 14.47239, 12.31220], [14.99916, 14.04862, 11.76734], [13.78001, 14.15573, 12.45318], [15.17263, 14.86107, 11.06170], [15.78092, 13.94650, 12.52004], [14.91390, 13.14726, 11.16040], [13.91728, 14.82914, 13.12344], [10.97187, 12.18521, 13.01044], [11.15885, 13.53916, 12.63240], [10.19380, 11.95066, 13.73686], [10.81641, 11.59457, 12.10762], [11.89325, 11.82052, 13.46448], [12.08276, 13.77378, 12.51858], [12.43099, 13.59980, 9.36458], [12.72858, 14.00626, 8.03866], [13.88846, 14.78367, 7.80218], [13.72022, 16.25861, 8.26848], [14.93332, 17.02130, 8.03332], [14.77843, 18.42006, 8.29464], [14.49417, 18.73909, 9.84726], [15.54270, 18.00335, 10.56692], [15.40850, 18.27618, 11.93200], [12.99160, 12.67798, 9.51972], [11.36771, 13.36149, 9.39166], [12.63924, 14.42068, 10.05080], [14.10382, 14.64850, 6.74226], [14.73822, 14.33863, 8.31982], [13.52967, 16.24821, 9.34164], [12.87185, 16.76439, 7.80744], [15.69017, 16.66035, 8.59634], [14.08220, 18.86204, 7.58188], [15.70483, 18.96816, 8.12300], [13.44343, 18.58230, 10.09111], [14.68351, 19.79943, 10.01440], [14.38112, 18.09458, 12.24762], [15.70092, 19.30709, 12.13150], [16.02552, 17.64728, 12.57378], [17.26946, 7.45028, 19.16710], [15.87040, 7.19586, 19.25988], [14.97294, 8.24361, 18.82008], [13.55338, 7.83951, 19.14418], [12.64204, 8.80293, 18.59630], [11.23342, 8.38464, 18.60990], [10.31199, 9.60949, 18.30780], [10.58853, 10.18370, 16.99162], [10.01757, 9.38127, 15.97206], [17.57295, 8.33676, 19.72402], [17.72517, 7.64519, 18.19631], [17.81916, 6.59981, 19.57040], [15.02558, 8.42085, 17.74589], [15.26055, 9.18759, 19.28300], [13.46779, 7.74588, 20.22676], [13.35454, 6.86745, 18.69290], [12.90863, 9.10488, 17.67010], [10.93676, 7.89822, 19.53914], [11.18624, 7.61730, 17.83720], [10.52636, 10.42271, 19.00121], [9.24843, 9.48167, 18.50932], [10.22683, 8.31613, 16.07093], [10.11615, 9.76369, 14.95610], [8.94354, 9.41840, 16.15417]], "forces_ev_per_a": [[-0.121, 0.451, -1.278], [-0.005, 0.094, 0.448], [-0.027, -0.423, -0.044], [-0.012, 0.408, 0.208], [-0.143, -0.001, -0.339], [0.176, 0.092, 0.291], [-0.197, -0.029, 0.596], [-0.125, -0.536, -0.103], [0.082, 0.106, -0.065], [0.332, -0.223, 0.225], [0.114, -0.130, 0.777], [0.153, 0.009, -1.005], [0.544, -0.584, 0.169], [-0.400, 1.105, -0.854], [-0.032, -0.242, 0.144], [-0.452, -0.161, 0.992], [0.033, -0.027, -0.473], [0.099, 0.004, 0.202], [0.023, 0.174, 0.115], [-0.011, -0.137, -0.006], [-0.287, -0.106, 0.484], [0.267, 0.694, -0.098], [-1.088, -0.726, -0.286], [0.195, 0.737, 0.097], [0.572, 0.333, 0.134], [-0.201, 0.094, 0.398], [0.375, -0.644, -0.021], [-0.047, 0.146, -0.707], [0.283, -0.103, 0.085], [0.168, -0.293, -0.425], [0.067, -0.920, -0.576], [-0.045, 2.141, 0.035], [0.181, -0.217, -0.002], [-0.353, 0.155, 0.021], [0.186, -0.089, 0.274], [0.009, -0.152, -0.093], [0.192, -0.491, 0.258], [-0.171, -0.119, 0.025], [0.044, -0.427, -0.132], [-0.090, -0.147, 0.193], [0.648, -0.249, -0.690], [0.929, -0.848, 0.213], [-0.244, 0.643, -0.353], [0.122, 0.498, -0.096], [-0.341, 0.242, 0.339], [-0.444, -0.091, 0.097], [-0.083, -0.418, 0.255], [-0.300, 0.715, 0.086], [-0.518, 0.077, 0.023], [0.403, -0.375, 0.052], [1.031, -0.153, -0.045], [-1.045, 1.212, -0.216], [-0.884, -0.470, 0.267], [0.201, 0.056, 0.125], [0.072, -0.248, -0.301], [0.530, -0.209, 0.060], [0.243, -0.756, -0.491], [-0.513, 0.534, 0.479], [0.108, 0.325, 0.220], [0.414, 0.030, -0.406], [0.300, -0.116, 0.074], [-0.342, 0.124, 0.231], [1.308, -0.474, -0.482], [-1.465, 0.043, 0.509], [-0.323, 0.848, -0.094], [-0.272, -0.240, -0.004], [0.094, -0.091, 0.116], [0.470, -0.281, -0.042], [0.278, 0.329, -1.022], [-0.591, 0.240, -0.601], [-0.478, 0.225, 0.498], [0.567, -0.721, 0.049], [0.076, -0.227, -0.812], [0.440, 0.848, 1.784], [1.466, -0.007, -2.031], [-1.699, 0.127, -0.779], [-0.120, 0.101, 0.667], [0.206, 0.001, 0.744], [-0.001, 0.109, 0.081], [0.075, -0.377, 0.412], [-0.115, 0.506, -0.041], [0.321, -0.005, 0.305], [-0.410, -0.176, 0.333], [0.007, -0.198, -0.295], [0.033, -0.050, 0.068], [-0.479, -0.015, 0.402], [0.295, -0.371, -0.265], [0.153, -0.796, 0.689], [-0.028, 0.203, -0.004], [-0.213, 0.237, 0.162], [-0.185, 0.227, 0.178], [0.326, -0.247, -0.469], [0.014, 0.403, 0.351], [0.094, 0.320, -0.617], [0.978, -0.440, 0.001], [0.274, -0.179, -0.118], [-0.948, 0.917, 1.231], [0.386, 0.859, -0.833], [1.162, 0.284, 0.055], [-0.099, -0.719, 0.624], [-1.680, -0.160, 0.528], [-0.239, 0.148, 0.501], [-0.720, -0.232, -0.732], [-0.365, -0.084, 0.146], [0.334, -0.212, -0.275], [-0.130, 0.142, 0.308], [-0.287, 0.008, 0.086], [0.239, -0.586, 0.092], [0.038, 0.072, -0.101], [0.156, 0.265, 0.204], [-0.857, -0.292, -0.186], [0.641, -0.060, 0.026], [-0.284, -0.714, -0.701], [0.694, 0.076, -0.262], [0.790, 0.141, 0.230], [-0.501, -0.058, -0.199]]}


{"formula": "C2H2N4O2", "method": "ωB97M-V with the def2-TZVPD basis set", "e_lumo_ev": -0.791, "multiplicity": 1, "gap_ev": 9.563, "e_above_lowest_ev": 4.9761, "homo_ev": -10.354, "smiles": "[H]/N=c1\\nn[nH]oc1=O", "species": ["C", "C", "H", "H", "N", "N", "N", "N", "O", "O"], "coordinates": [[-0.29913, -0.84146, 0.41305], [-0.03746, -0.30087, -0.98682], [-1.00117, -2.11389, 1.61263], [0.91745, 2.56387, 0.15796], [-1.02226, -1.87068, 0.61436], [0.25688, -0.13164, 1.47155], [0.49038, 1.08715, 1.35245], [0.32485, 1.75379, 0.21741], [0.41006, 0.97807, -0.99039], [-0.19076, -0.91137, -1.99940]], "forces_ev_per_a": [[-0.862, -0.784, -0.941], [-1.108, -1.128, 0.412], [-0.135, 0.281, -0.165], [0.338, 0.032, -0.356], [0.937, 0.607, -0.375], [0.283, 0.831, 0.946], [0.528, 0.313, 0.661], [-0.905, -2.009, -0.094], [0.496, 1.223, -0.511], [0.429, 0.634, 0.424]]}


{"formula": "C25H26MnN5O5S", "method": "ωB97M-V with the def2-TZVPD basis set", "e_lumo_ev": [-5.185, -3.760], "multiplicity": 4, "total_charge": 1, "gap_ev": [6.200, 7.580], "homo_ev": [-11.386, -11.341], "species": ["Mn", "N", "C", "C", "O", "O", "H", "H", "H", "H", "C", "O", "C", "C", "C", "C", "C", "C", "N", "C", "N", "C", "C", "C", "C", "C", "C", "O", "C", "N", "C", "C", "C", "C", "C", "C", "O", "C", "H", "H", "H", "H", "H", "H", "H", "H", "H", "H", "H", "H", "H", "H", "H", "H", "H", "H", "H", "H", "H", "H", "S", "C", "N"], "coordinates": [[-1.16490, -0.02517, 1.98749], [-2.27121, 1.62123, 3.03978], [-3.73283, 1.43548, 2.80124], [-3.98178, 0.02833, 2.35853], [-4.98140, -0.57515, 2.54866], [-2.88773, -0.50405, 1.69812], [-2.06334, 1.54583, 4.02575], [-1.97704, 2.54715, 2.76109], [-4.04339, 2.08324, 1.98850], [-4.33752, 1.64460, 3.67156], [-0.22523, -0.60170, -3.58700], [1.10397, -1.12703, -3.60824], [2.16694, -0.38557, -3.21561], [3.36003, -0.70651, -3.86328], [4.53781, -0.05010, -3.56393], [4.55740, 0.95719, -2.59948], [3.39206, 1.25982, -1.93448], [2.19407, 0.59611, -2.21864], [1.05810, 0.97191, -1.41923], [0.55284, 0.20415, -0.44020], [0.98770, -1.04296, -0.34304], [0.46684, -2.03287, 0.51934], [-0.46867, -1.79417, 1.46807], [-0.97695, -2.80474, 2.27694], [-0.49671, -4.08556, 2.10609], [0.47508, -4.35272, 1.14208], [0.95406, -3.32728, 0.35509], [1.88696, -3.45299, -0.60753], [2.42131, -4.77035, -0.80401], [-0.37535, 0.68642, 0.36977], [-0.67144, 2.08735, 0.40540], [0.33223, 2.97208, 0.82072], [0.09365, 4.32236, 0.95692], [-1.19026, 4.80855, 0.69864], [-2.19533, 3.94235, 0.31184], [-1.95315, 2.57775, 0.14933], [-3.04794, 1.83580, -0.11702], [-3.00904, 0.74149, -1.04757], [-0.77748, -1.14392, -4.34714], [-0.23802, 0.46255, -3.82476], [-0.69565, -0.77528, -2.62559], [3.31772, -1.47793, -4.62775], [5.44710, -0.31544, -4.09323], [5.47565, 1.48583, -2.36265], [3.38524, 2.02330, -1.16037], [0.80644, 1.94327, -1.39656], [1.69396, -1.35079, -0.99214], [-1.73164, -2.61143, 3.02079], [-0.88260, -4.89082, 2.72182], [0.84319, -5.36267, 1.01152], [3.15141, -4.68981, -1.59629], [1.63350, -5.46231, -1.10194], [2.90493, -5.12688, 0.10501], [1.30550, 2.55415, 1.06629], [0.88861, 4.99012, 1.27241], [-1.40579, 5.86800, 0.80451], [-3.20231, 4.29763, 0.11893], [-3.99242, 0.29103, -1.01763], [-2.28291, 0.00273, -0.77336], [-2.81352, 1.11945, -2.04998], [1.59954, 0.38476, 5.51103], [0.82479, 0.30027, 4.14927], [0.25489, 0.25394, 3.09614]], "forces_ev_per_a": [[0.056, 0.485, -0.349], [-0.536, -0.400, -0.052], [0.621, 0.413, 0.156], [1.397, -0.427, -0.605], [-0.437, -0.324, -0.122], [-0.984, -0.111, 0.242], [0.053, -0.033, 0.246], [0.131, 0.142, -0.094], [-0.060, 0.110, -0.034], [-0.065, 0.110, 0.249], [0.268, 0.112, -0.101], [-0.350, -0.078, 0.119], [-0.073, 0.140, -0.010], [0.247, -0.009, -0.104], [0.016, -0.034, -0.040], [0.167, -0.033, -0.080], [-0.067, 0.072, 0.089], [0.076, 0.137, 0.170], [0.171, -0.280, -0.435], [0.141, 0.166, -0.021], [-0.172, -0.420, 0.328], [0.354, 0.513, -0.532], [-0.905, 0.262, 0.752], [0.090, -0.023, -0.110], [0.069, -0.181, 0.016], [-0.128, -0.210, 0.192], [0.107, -0.316, -0.058], [0.406, -0.462, -0.303], [-0.088, 0.198, 0.012], [-0.873, 0.086, 0.640], [0.345, -0.198, -0.177], [0.187, -0.054, 0.093], [-0.035, 0.111, -0.016], [0.019, 0.064, 0.050], [-0.009, 0.232, 0.019], [-0.126, 0.132, -0.124], [-0.150, -0.390, -0.193], [-0.180, 0.406, -0.176], [0.021, -0.057, -0.059], [0.041, 0.009, 0.001], [-0.107, -0.004, 0.229], [0.022, 0.133, 0.133], [-0.106, 0.030, 0.056], [-0.145, -0.094, -0.055], [-0.010, -0.101, -0.080], [-0.062, 0.205, -0.028], [0.148, -0.110, -0.150], [-0.167, 0.070, 0.089], [0.066, 0.072, -0.070], [-0.072, 0.128, 0.050], [0.094, 0.076, -0.120], [-0.022, 0.008, -0.017], [0.020, 0.016, 0.028], [-0.092, 0.053, -0.023], [-0.121, -0.091, -0.029], [0.034, -0.161, -0.008], [0.106, -0.026, -0.006], [-0.140, 0.016, 0.025], [0.269, -0.334, 0.111], [0.041, 0.083, -0.082], [0.060, -0.004, 0.142], [-0.173, 0.028, -0.653], [0.612, 0.146, 0.876]]}


{"formula": "C8H12N2S", "method": "ωB97M-V with the def2-TZVPD basis set", "e_lumo_ev": [-10.118, -10.125], "multiplicity": 1, "total_charge": 2, "gap_ev": [5.781, 5.766], "e_above_lowest_ev": 0.6670, "homo_ev": [-15.899, -15.891], "species": ["C", "C", "C", "C", "C", "C", "C", "C", "N", "N", "S", "H", "H", "H", "H", "H", "H", "H", "H", "H", "H", "H", "H"], "coordinates": [[-2.51307, 1.29827, 0.16152], [-3.82721, 0.91376, -0.05345], [-1.39258, 0.56607, -0.14128], [1.00378, 0.64515, 0.09104], [1.10224, -0.83833, -0.27560], [-0.05856, -2.46176, 1.11472], [2.27414, 1.43148, 0.39596], [2.08626, -1.31532, -1.28037], [-0.22286, 1.18763, 0.05461], [0.39281, -1.71095, 0.25546], [-4.10849, -0.67412, -0.34288], [-2.22701, 2.19790, 0.54126], [-4.69451, 1.62511, 0.31038], [-1.42927, -0.38680, -0.66712], [-1.21578, -2.75326, 0.96483], [0.44458, -2.70617, 2.03550], [3.13516, 0.86889, 0.68916], [2.19633, 2.21368, 1.15467], [2.58939, 2.03388, -0.53862], [2.81932, -0.56768, -1.49791], [1.51016, -1.40298, -2.17802], [2.47143, -2.31040, -1.08584], [-0.33627, 2.14593, 0.29197]], "forces_ev_per_a": [[3.151, -1.887, -1.303], [-3.800, -0.886, 1.433], [-3.271, -0.482, -1.123], [-1.162, 0.602, -0.028], [1.633, 0.684, -0.625], [-4.706, -1.084, 0.156], [-0.461, 1.416, -1.829], [-0.357, 0.443, -0.161], [4.356, -1.507, 0.808], [0.327, 0.865, 1.016], [-0.580, 0.774, -0.189], [-0.159, 2.910, 1.267], [1.777, -1.303, -1.251], [0.036, 0.266, 0.365], [2.757, 0.065, 0.373], [0.438, -0.186, 0.177], [0.236, -0.917, -0.011], [-0.713, -0.167, 0.098], [-0.499, -1.024, 1.071], [0.703, 0.230, 0.057], [-0.412, -0.121, -1.001], [0.195, 0.049, 0.323], [0.508, 1.260, 0.379]]}